1.
Formula: C11H17ClIrNO2P
Source: the Open Molecules 2025 dataset
Level of theory: ωB97M-V with the def2-TZVPD basis set

```
! RIJCOSX wB97M-V def2-TZVPD def2/J DEFGRID3
* xyz 1 1
Ir 0.8652 -0.0800 0.1405
N 2.4112 0.1724 1.4536
C 2.9836 1.5572 1.3714
C 2.2925 2.4321 0.3005
O 2.5625 3.5998 0.2381
O 1.4753 1.7933 -0.5080
H 2.1592 -0.0617 2.4096
H 3.1003 -0.5401 1.2050
H 4.0414 1.5007 1.1204
H 2.8946 2.0504 2.3356
C -2.0763 -0.0617 1.9339
P -1.0830 0.6399 0.6153
C -1.4151 2.3978 0.5377
C -1.2398 -0.2682 -0.9179
C -0.4429 0.1589 -2.0067
C -0.2864 -0.6863 -3.1190
C -0.9419 -1.8904 -3.1619
C -1.7818 -2.2954 -2.1037
C -1.9172 -1.5128 -0.9923
H -1.8003 -1.0973 2.1142
H -3.1351 -0.0022 1.6728
H -1.9183 0.5197 2.8427
H -2.4368 2.5560 0.1885
H -0.7035 2.8720 -0.1371
H -1.3113 2.8239 1.5361
H -0.0413 1.1648 -2.0365
H 0.3207 -0.3574 -3.9508
H -0.8367 -2.5297 -4.0283
H -2.3150 -3.2338 -2.1734
H -2.5431 -1.8397 -0.1717
Cl 2.2518 -2.8377 0.8739
C 0.6147 -2.0513 0.7347
H 0.1403 -2.2338 1.6979
H 0.1127 -2.6592 -0.0152
*
```

Computed properties:
Molecular weight in u: 453.9
Frontier orbital gap in eV: 8.11
ΔE to the lowest compared entry with this formula, charge and spin in kcal per mole: 0.0
E_HOMO in eV: -12.72

Mulliken atomic charge list, values in e, 8 entries: 0.7502 -0.5161 -0.4358 0.4726 -0.5974 -0.7063 0.3095 0.4183

2.
Formula: C11H17F3N5O3S
Source: the Open Molecules 2025 dataset
Level of theory: ωB97M-V with the def2-TZVPD basis set

```
! RIJCOSX wB97M-V def2-TZVPD def2/J DEFGRID3
* xyz 1 1
N -2.1165 -3.2893 -2.5693
C -1.2271 -2.3534 -2.3106
N -1.1743 -0.9731 -2.6948
C -0.9749 -0.2946 -1.3599
C -0.2037 -1.4361 -0.5253
N -0.0748 -2.5706 -1.4597
C 1.1840 -2.7515 -2.2004
C 2.3178 -3.4483 -1.3709
S 3.2044 -2.2912 -0.2323
C 2.5130 -2.7976 1.3669
N 1.4112 -3.5361 1.4645
N 1.1727 -3.7797 2.7829
C 2.1398 -3.1517 3.4318
O 3.0086 -2.4993 2.6086
H -2.6098 -3.6804 -1.7605
H -2.3010 -3.7159 -3.4759
H -0.3079 -0.6715 -3.1596
H -1.9756 -0.2825 -0.8847
H -0.3752 0.6366 -1.3491
H 0.6557 -1.1290 0.1010
H -0.9842 -1.7893 0.1956
H 0.9807 -3.4381 -3.0703
H 1.5766 -1.8048 -2.6695
H 3.0722 -3.8416 -2.1021
H 1.9312 -4.3405 -0.8198
H 2.1813 -3.1930 4.5317
C -1.0176 6.3152 0.3035
C -0.0240 5.5498 1.1523
O -0.6898 4.5356 1.9293
C -0.9475 3.3917 1.3039
O -0.6701 3.1532 0.1611
C -1.6084 2.4004 2.2641
F -2.5712 2.9699 3.0000
F -0.7141 1.8806 3.1234
F -2.1729 1.3677 1.6150
H -1.8167 6.7242 0.9242
H -0.5240 7.1333 -0.2216
H -1.4881 5.6642 -0.4352
H 0.4489 6.2244 1.8653
H 0.7709 5.1123 0.5465
*
```

Computed properties:
Molecular weight in u: 356.4
Frontier orbital gap in eV: 6.15
E_HOMO in eV: -11.88

Mulliken atomic charge list, values in e, 8 entries: -0.2324 0.0814 -0.4262 -0.2560 -0.5345 0.2492 -0.5012 -0.8765

3.
Formula: C11H17N2O6P
Source: the Open Molecules 2025 dataset
Level of theory: ωB97M-V with the def2-TZVPD basis set

```
! RIJCOSX wB97M-V def2-TZVPD def2/J DEFGRID3
* xyz 0 1
N 0.9727 -1.2850 0.6871
P -0.8424 -1.1750 0.6430
C -2.7704 -1.1196 0.8455
C -3.6920 -2.5084 0.6924
C -5.3018 -2.1713 0.9178
C -5.9437 -0.7156 1.2564
N -5.0584 0.4734 1.4096
C -3.6021 0.2340 1.2027
H 1.1310 -2.3188 0.8852
H 1.2093 -0.8309 1.6203
H -0.7966 -1.5008 2.0748
H -0.9268 -2.2177 -0.3845
H -0.8044 0.2009 0.1709
H -3.2514 -3.5639 0.4480
H -6.0607 -3.0831 0.8291
H -7.1117 -0.5795 1.4334
H -2.9163 1.2062 1.3254
O 7.0258 -3.1322 -1.9480
C 6.1055 -2.4634 -1.5082
O 6.1035 -1.8655 -0.2810
C 4.9758 -1.0113 -0.2416
C 4.0574 -1.6080 -1.2583
O 4.9427 -2.2163 -2.1793
H 4.5356 -0.9963 0.7592
H 5.2913 0.0031 -0.5072
H 3.4059 -2.3783 -0.8323
H 3.4395 -0.8543 -1.7541
O -1.2319 1.8552 1.1112
C -0.8613 2.7100 0.3240
O -0.1626 2.4544 -0.8206
C -0.1248 3.6620 -1.5575
C -0.3191 4.7098 -0.5100
O -1.0907 4.0474 0.4738
H 0.8299 3.7675 -2.0801
H -0.9348 3.6519 -2.2944
H 0.6262 5.0320 -0.0605
H -0.8481 5.5872 -0.8922
*
```

Computed properties:
Molecular weight in u: 304.2
Frontier orbital gap in eV: 8.42
Structure (SMILES): N[PH3]c1cccnc1.O=C1OCCO1.O=C1OCCO1
E_HOMO in eV: -8.23

Mulliken atomic charge list, values in e, 8 entries: -0.6059 0.2206 0.0695 -0.4091 -0.2672 -0.1594 -0.4562 -0.2718

4.
Formula: C11H17N4
Source: the Open Molecules 2025 dataset
Level of theory: ωB97M-V with the def2-TZVPD basis set

```
! RIJCOSX wB97M-V def2-TZVPD def2/J DEFGRID3
* xyz 1 1
C -3.3039 0.0127 -1.1620
C -1.8842 -0.4654 0.7370
N -2.9510 0.2795 0.2573
N -1.5899 -1.7152 0.3338
N -1.3017 0.1739 1.8947
H -2.9211 1.3463 0.3376
H -2.1537 -2.5332 0.5491
H -0.5610 -1.7887 0.3727
H -1.0892 1.2313 1.8413
H -0.6196 -0.3624 2.4895
H -4.0945 0.8159 -1.3262
H -3.7843 -1.0090 -1.3212
H -2.4756 0.0279 -1.9613
C 1.5993 -1.7499 -2.0890
C 1.4212 0.2853 1.0156
C 1.6643 0.2961 -0.4279
C 1.6184 -1.0755 -0.7854
C 1.4667 -1.8426 0.3545
C 1.1846 1.4923 1.6695
C 1.0807 2.6717 0.9422
C 1.6457 1.5208 -1.1593
C 1.4647 2.6972 -0.4411
N 1.4057 -1.0310 1.4911
H 2.1319 -1.1690 2.3197
H 1.2315 1.5229 2.7413
H 1.3786 -2.8843 0.4655
H 0.7883 3.5835 1.4385
H 1.7974 1.4412 -2.2381
H 1.9637 -0.9317 -2.7790
H 0.8726 -2.3759 -2.4528
H 1.3440 3.7315 -0.9129
H 2.6701 -2.1963 -2.1947
*
```

Computed properties:
Molecular weight in u: 205.3
Frontier orbital gap in eV: 7.86
ΔE to the lowest compared entry with this formula, charge and spin in kcal per mole: 74.5
E_HOMO in eV: -11.43

Mulliken atomic charge list, values in e, 8 entries: -0.8388 0.3340 -0.2273 -0.2525 -0.3894 0.3757 0.2409 0.2046

5.
Formula: C11H17N4O2SZn
Source: the Open Molecules 2025 dataset
Level of theory: ωB97M-V with the def2-TZVPD basis set

```
! RIJCOSX wB97M-V def2-TZVPD def2/J DEFGRID3
* xyz 1 1
Zn 0.2204 0.2888 0.8478
N 2.9767 0.7430 4.1182
C 2.2748 0.5084 3.0082
S 0.5482 0.7194 3.1049
N 3.0113 0.1684 1.9487
N 2.2736 -0.0141 0.8536
C 2.7982 -0.3805 -0.2504
C 1.8860 -0.5623 -1.3886
C 2.3417 -1.0232 -2.6147
C 1.4385 -1.2010 -3.6470
C 0.0969 -0.9166 -3.4323
C -0.2800 -0.4576 -2.1856
N 0.5848 -0.2783 -1.1858
H 2.5143 1.0162 4.9664
H 3.9778 0.6396 4.0973
H 3.8627 -0.5667 -0.3516
H 3.3933 -1.2415 -2.7446
H 1.7749 -1.5613 -4.6102
H -0.6410 -1.0425 -4.2116
H -1.3156 -0.2179 -1.9744
C -1.7695 -2.2908 0.6444
O -1.6128 -0.8936 0.9007
C -2.7793 -0.1171 0.6375
C -2.4817 1.2855 1.0983
O -1.2948 1.7623 0.4518
C -1.5056 2.5861 -0.6991
H -2.6253 -2.6747 1.1996
H -0.8653 -2.7869 0.9859
H -1.9126 -2.4714 -0.4232
H -3.6326 -0.5206 1.1874
H -3.0126 -0.1456 -0.4327
H -2.2794 1.2938 2.1691
H -3.3238 1.9453 0.8893
H -2.1862 3.3983 -0.4466
H -1.9147 2.0091 -1.5307
H -0.5413 2.9997 -0.9799
*
```

Computed properties:
Molecular weight in u: 334.7
Frontier orbital gap in eV: 7.53
E_HOMO in eV: -11.12

Mulliken atomic charge list, values in e, 8 entries: -0.2626 -0.3516 0.6508 -0.5671 -1.2808 0.9789 -0.7576 0.9977

6.
Formula: C11H17NO2
Source: the Open Molecules 2025 dataset
Level of theory: ωB97M-V with the def2-TZVPD basis set

```
! RIJCOSX wB97M-V def2-TZVPD def2/J DEFGRID3
* xyz 0 1
O -0.9156 -0.7392 3.4302
N -0.4870 -0.5680 2.3147
O 0.1392 -1.7382 1.8671
C -0.5865 0.4151 1.4770
C -0.0459 0.6230 0.1145
C 1.2041 1.4741 0.3554
C 2.3673 0.6445 0.7691
C 2.7779 -0.2287 -0.3345
C 1.5738 -0.8840 -1.0307
C 0.3244 -0.5336 -0.8092
C -0.7634 -1.2649 -1.5739
C -2.1206 -0.9729 -0.9905
C -2.3739 0.4829 -0.8944
C -1.1823 1.3954 -0.6182
H 0.2702 -2.2057 2.7659
H -0.9617 1.3916 1.8246
H 1.0638 2.2107 1.1525
H 1.4512 2.0897 -0.5576
H 1.9093 -0.0841 1.5421
H 3.1014 1.2863 1.2533
H 3.2155 0.5516 -1.0003
H 3.3640 -0.9694 0.1013
H 1.8190 -1.6704 -1.7973
H -0.8102 -2.4247 -1.5735
H -0.8231 -0.8806 -2.6285
H -2.1565 -1.4808 -0.0075
H -2.8853 -1.4142 -1.7028
H -2.8627 0.7129 -1.8160
H -3.1064 0.7216 -0.0593
H -0.9135 1.8038 -1.5552
H -1.5864 2.2564 -0.0185
*
```

Computed properties:
Molecular weight in u: 195.3
Frontier orbital gap in eV: 9.58
Structure (SMILES): [O-]/[N+](O)=C/[C@@]12CCCC=C1CCCC2
ΔE to the lowest compared entry with this formula, charge and spin in kcal per mole: 123.4
E_HOMO in eV: -8.79

Mulliken atomic charge list, values in e, 8 entries: -0.8425 0.9236 -0.3934 -1.1756 2.0805 -1.2538 -0.4937 -0.6694

> Look up the frontier orbital gap of the sixth one.

9.58 eV

> Number 4 is which compound?

C11H17N4

> The highest frontier orbital gap belongs to which entry?

C11H17NO2